Entry from OMol25: C10H11BaF4N2O4P as an isolated structure at a distorted geometry (ωB97M-V with the def2-TZVPD basis set).

## Properties
* gap between HOMO and LUMO: 8.4987 eV
* HOMO level: -0.59776 Ha
* E_tot: -1563.95256 hartree
* maximum force: 2.7 eV/A
* charge: +2
* LUMO: -7.77 eV

CARTESIAN COORDINATES (ANGSTROEM)
N1 2.711 -1.541 0.029
P1 1.222 -1.705 0.489
O1 0.656 -3.116 0.088
O2 1.231 -1.713 2.110
C1 0.098 -0.382 -0.071
C2 0.283 0.927 0.298
C3 1.479 1.395 1.075
C4 2.545 2.008 0.120
N2 3.886 1.448 0.494
C5 -0.694 1.949 -0.200
O3 -0.314 3.090 -0.389
C6 -2.052 1.463 -0.487
C7 -2.233 0.193 -0.883
C8 -3.614 -0.338 -1.226
F1 -3.715 -0.479 -2.577
F2 -4.543 0.562 -0.816
C9 -3.992 -1.678 -0.576
F3 -3.260 -2.698 -1.081
F4 -3.753 -1.579 0.762
C10 -1.046 -0.703 -0.994
O4 -0.946 -1.621 -1.783
H1 2.793 -0.775 -0.621
H2 -0.283 -3.213 0.302
H3 0.339 -1.695 2.479
H4 1.874 0.527 1.570
H5 1.251 2.117 1.854
H6 2.361 1.654 -0.888
H7 2.443 3.084 0.138
H8 4.275 1.099 -0.382
H9 4.532 2.194 0.744
H10 -2.877 2.151 -0.386
H11 -5.049 -1.871 -0.753
Ba1 4.393 -0.754 1.563

Atomic forces in eV per Å
N -0.1290 0.0617 0.0354
P -1.1237 -0.5419 -0.4222
O 0.1077 0.8045 0.2333
O 0.2560 0.4512 -0.7858
C 0.2817 1.2770 0.8358
C 0.0598 -1.7215 0.0399
C -0.0660 0.5605 -0.6252
C -0.4994 -1.0857 0.5004
N 0.1135 1.4550 -0.8990
C 0.4204 0.9066 -0.3985
O -0.2923 -0.8811 0.4202
C -0.3384 -0.7302 -0.1547
C 0.0601 0.5804 0.3674
C 0.0715 0.0627 -0.6285
F -0.0042 0.0568 0.5549
F 0.2021 -0.1922 -0.1361
C -0.2667 -0.0912 -0.1357
F -0.0916 0.2761 0.3363
F 0.1944 -0.0868 -0.1835
C 0.1381 -0.8266 -0.7381
O -0.0955 0.7732 0.7090
H -0.2145 -0.0935 -0.7777
H -0.2094 -0.4651 -0.2789
H -0.0459 -0.1142 0.4144
H 0.2760 -0.2691 0.3148
H -0.3867 0.0886 0.0008
H -0.2146 0.2319 -0.2372
H 0.4746 0.2101 -0.0608
H 0.2081 0.3621 -0.2632
H -0.0646 0.2331 0.0858
H -0.0532 0.1758 -0.1454
H -0.0664 -0.0522 0.0803
Ba 1.2980 -1.4158 1.9416